{
  "formula": "C22H58FeO8",
  "method": "wB97M-V/def2-TZVPD",
  "energy_ha": -2738.359872,
  "total_charge": 1,
  "relative_energy_ev": 0.000,
  "multiplicity": 6,
  "gap_ev": [9.196, 7.578],
  "species": ["H", "C", "O", "H", "H", "H", "C", "C", "O", "H", "C", "H", "C", "C", "C", "H", "H", "H", "H", "H", "H", "H", "H", "H", "H", "H", "O", "H", "C", "H", "H", "C", "H", "H", "Fe", "H", "C", "H", "H", "H", "O", "H", "H", "H", "H", "C", "H", "O", "H", "H", "H", "H", "C", "H", "H", "C", "H", "H", "H", "C", "C", "H", "H", "H", "H", "C", "C", "C", "H", "O", "C", "H", "H", "H", "H", "H", "H", "H", "H", "H", "O", "O", "H", "C", "H", "H", "C", "C", "H"],
  "xyz": [[17.06, 4.21, -0.63], [14.33, 7.38, 2.13], [12.55, 3.63, 2.75], [13.03, 1.97, 4.66], [13.88, 7.93, 4.23], [17.17, 7.28, 4.01], [17.04, 3.36, 0.07], [16.22, 2.41, 2.30], [14.69, 3.48, 0.79], [8.80, 6.98, 0.21], [14.47, 4.35, 6.91], [13.44, 4.72, 6.96], [12.46, 1.51, 3.85], [17.32, 9.65, 3.03], [8.70, 6.48, 1.19], [17.16, 4.51, 6.25], [12.61, 8.37, 3.12], [14.33, 7.86, 1.14], [13.67, 11.74, 1.20], [13.05, 3.89, 3.55], [18.28, 6.86, 2.72], [18.06, 3.28, 0.44], [14.35, 5.11, -3.80], [14.16, 9.25, 3.32], [13.34, 7.86, -2.45], [12.06, 9.56, -1.37], [14.23, 4.73, 4.54], [18.89, 6.89, 4.32], [16.05, 3.46, 1.21], [7.94, 7.14, 1.61], [13.12, 4.29, -2.93], [18.55, 8.89, 3.42], [12.37, 6.39, -1.12], [15.55, 2.59, 3.15], [12.72, 4.85, 1.00], [14.99, 4.58, 7.83], [13.53, 5.29, -3.10], [19.40, 9.12, 2.78], [16.90, 4.82, 4.51], [9.91, 3.83, 3.52], [11.01, 5.81, 1.31], [15.42, 7.30, 2.26], [12.13, 13.13, -0.72], [9.77, 6.04, 2.93], [16.56, 9.46, 3.80], [10.01, 6.50, 1.96], [9.97, 2.38, 4.54], [18.99, 9.38, 4.73], [16.29, 4.39, 1.72], [11.90, 0.66, 4.23], [16.90, 9.41, 2.05], [11.11, 2.20, 2.29], [10.57, 3.17, 4.09], [14.54, 2.62, 0.36], [14.58, 7.96, -1.16], [12.55, 9.95, -0.48], [18.27, 9.16, 5.34], [16.39, 3.31, 5.35], [10.97, 3.81, 4.88], [18.20, 7.42, 3.67], [16.46, 4.40, 5.42], [14.98, 5.45, -1.50], [10.88, 11.13, 0.12], [16.84, 2.52, -0.61], [12.76, 5.92, -3.53], [11.96, 11.29, -0.06], [14.27, 7.45, -2.07], [14.07, 5.94, -1.85], [8.33, 5.49, 0.93], [13.92, 6.04, 2.06], [13.70, 8.26, 3.20], [10.34, 7.51, 2.22], [17.24, 2.44, 2.68], [13.16, 1.14, 3.10], [17.46, 10.73, 2.98], [14.49, 5.32, 3.81], [15.94, 1.39, 2.02], [15.16, 6.10, 5.68], [12.28, 11.19, 2.10], [14.49, 3.27, 6.75], [12.14, 12.25, -1.09], [13.08, 5.83, -0.77], [12.27, 9.22, 0.29], [11.64, 2.59, 3.16], [12.34, 12.85, 1.36], [13.63, 9.93, -0.61], [15.09, 5.01, 5.66], [12.58, 11.79, 1.24], [15.02, 7.61, -2.85]]
}